# C4H7NO

An isolated molecule of C4H7NO (ωB97M-V/def2-TZVPD, OMol25).

Each line ends with the Löwdin charge.
Element x y z (Å)
1 H 1.954 -0.715 0.596  0.024
2 H 2.947 0.591 -0.155  0.047
3 H -1.639 -1.334 0.124  0.111
4 C -1.578 0.670 -0.122  0.112
5 H -1.736 1.688 0.123  0.093
6 C -0.476 -1.294 0.104  -0.050
7 C 0.863 1.004 -0.110  -0.559
8 H 0.102 -1.812 -0.672  0.104
9 H -0.221 -1.628 1.111  0.103
10 O 0.649 2.180 -0.388  -0.022
11 C 1.964 0.223 0.078  0.036
12 N -0.416 0.138 -0.006  -0.108
13 H -2.414 0.288 -0.683  0.108

Output
E_tot: -7795.683 eV
E_HOMO (spin up / spin down): -7.5 / -7.5 eV
gap between HOMO and LUMO (spin up / spin down): 0.246 / 0.246 Eh
energy relative to the best compared isomer or geometry (same formula, charge and spin): 91.4 kcal per mole

# C4H7NO

A 2-piece molecular cluster, C4H7NO overall (ωB97M-V/def2-TZVPD, OMol25).

Each line ends with the Löwdin charge.
Element x y z (Å)
1 H -2.234 0.402 -0.054  0.079
2 O 0.631 -1.313 -0.109  -0.106
3 H -1.314 -0.049 1.402  0.089
4 H 2.252 -1.009 1.515  0.097
5 H -0.460 -0.201 -1.606  0.212
6 C 0.354 0.849 -0.859  0.052
7 H -0.246 1.753 -0.935  0.105
8 C -0.217 -0.383 -0.392  -0.687
9 H 1.241 0.776 -1.477  0.100
10 H -2.001 -1.316 0.367  0.084
11 C 1.827 -0.166 1.003  -0.087
12 N 1.701 0.985 0.780  0.084
13 C -1.534 -0.328 0.364  -0.023

Output
E_tot: -7795.060 eV
E_HOMO: -9.6 eV
gap between HOMO and LUMO: 0.386 Eh
energy relative to the best compared isomer or geometry (same formula, charge and spin): 105.7 kcal per mole

# C4H7NO

An isolated molecule of C4H7NO (ωB97M-V/def2-TZVPD, OMol25).

Each line ends with the Löwdin charge.
Element x y z (Å)
1 C -0.511 -0.485 0.320  -0.248
2 H 2.271 -0.116 -1.143  0.079
3 C -1.638 -1.257 -0.271  -0.223
4 C -0.556 1.005 0.348  -0.114
5 H 2.039 1.398 -0.262  0.083
6 H 0.000 -0.987 1.143  0.144
7 C 1.716 0.357 -0.330  -0.091
8 O -1.978 -2.344 0.128  0.054
9 H -0.089 1.490 1.204  0.114
10 H 1.986 -0.154 0.605  0.082
11 N 0.284 0.321 -0.602  -0.121
12 H -1.408 1.537 -0.074  0.109
13 H -2.165 -0.745 -1.106  0.132

Output
E_tot: -7797.349 eV
E_HOMO: -9.6 eV
gap between HOMO and LUMO: 0.387 Eh
SMILES string: CN1C[C@H]1C=O
energy relative to the best compared isomer or geometry (same formula, charge and spin): 52.9 kcal per mole

# C4H7NO

C4H7NO as an isolated structure (ωB97M-V/def2-TZVPD, OMol25).

Each line ends with the Löwdin charge.
Element x y z (Å)
1 H 0.576 -1.423 -0.315  0.121
2 H 1.137 0.593 1.955  0.068
3 N -0.973 -0.258 0.467  0.015
4 C 1.352 -0.054 1.109  0.048
5 H 2.306 -0.578 1.165  0.071
6 C -1.884 -0.509 -0.527  -0.363
7 C 0.764 0.796 -1.194  0.136
8 H -1.483 -1.217 -1.275  0.140
9 H 0.012 1.607 -1.079  0.004
10 O -2.997 -0.040 -0.571  0.037
11 H 1.743 1.302 -1.281  -0.017
12 C 0.395 -0.491 0.206  -0.412
13 H -1.233 0.463 1.131  0.151

Output
E_tot: -7794.447 eV
E_HOMO (spin up / spin down): -8.9 / -8.4 eV
gap between HOMO and LUMO (spin up / spin down): 0.308 / 0.295 Eh
energy relative to the best compared isomer or geometry (same formula, charge and spin): 119.9 kcal per mole

# C4H7NO2

An isolated molecule of C4H7NO2 (ωB97M-V/def2-TZVPD, OMol25).

Each line ends with the Löwdin charge.
Element x y z (Å)
1 H 1.401 1.158 0.691  0.086
2 H -1.367 -1.391 1.217  0.112
3 H 0.671 1.915 -0.724  0.092
4 C 0.458 1.440 0.232  -0.006
5 N 1.518 -1.301 -0.565  -0.021
6 C -0.401 0.222 0.036  -0.495
7 O -1.552 0.418 -0.763  0.003
8 C 0.147 -1.151 -0.391  -0.238
9 H -0.591 -1.425 -1.208  0.174
10 O 1.906 -1.441 -1.721  -0.007
11 H 0.296 -0.898 1.798  0.115
12 H -0.061 2.153 0.875  0.087
13 H -2.004 1.222 -0.469  0.108
14 C -0.422 -0.921 0.991  -0.010

Output
E_tot: -9843.004 eV
E_HOMO: -9.0 eV
gap between HOMO and LUMO: 0.335 Eh
SMILES string: C[C@]1(O)C[C@@H]1N=O
energy relative to the best compared isomer or geometry (same formula, charge and spin): 98.6 kcal per mole

# C4H7NO2

C4H7NO2 as an isolated structure (ωB97M-V/def2-TZVPD, OMol25).

Each line ends with the Löwdin charge.
Element x y z (Å)
1 O 3.023 1.047 0.082  0.034
2 C 2.024 0.614 -0.431  -0.262
3 O -0.100 -1.051 0.440  -0.121
4 H 1.958 0.391 -1.523  0.119
5 C 1.123 -0.803 0.665  -0.203
6 H 0.822 0.970 -0.044  0.053
7 H 1.452 -0.382 1.628  0.119
8 H -2.607 -0.724 0.778  0.090
9 H 1.858 -1.449 0.162  0.120
10 H -2.408 -0.906 -0.971  0.094
11 H -3.197 0.564 -0.326  0.091
12 N -0.420 1.436 -0.223  0.160
13 C -1.109 0.477 -0.084  -0.264
14 C -2.421 -0.184 -0.151  -0.030

Output
E_tot: -9842.264 eV
E_HOMO: -9.1 eV
gap between HOMO and LUMO: 0.330 Eh
energy relative to the best compared isomer or geometry (same formula, charge and spin): 115.7 kcal per mole

# C4H7NO2

An isolated molecule of C4H7NO2 (ωB97M-V/def2-TZVPD, OMol25).

Each line ends with the Löwdin charge.
Element x y z (Å)
1 H 1.301 1.573 0.965  0.092
2 C -1.003 0.445 0.411  -0.008
3 H 1.420 -0.852 0.866  0.054
4 O -1.555 -1.685 -0.414  0.060
5 N 1.161 1.687 -0.024  0.143
6 H -1.205 -2.549 -0.665  0.114
7 H -0.797 0.818 1.410  0.106
8 C 0.689 -1.359 0.263  0.038
9 H 1.579 2.454 -0.528  0.111
10 O -0.087 1.126 -1.834  0.071
11 C -0.606 -0.965 0.225  -0.442
12 H 0.974 -2.349 -0.057  0.059
13 C 0.137 1.036 -0.656  -0.519
14 H -2.008 0.619 0.038  0.120

Output
E_tot: -9845.519 eV
E_HOMO: -8.6 eV
gap between HOMO and LUMO: 0.344 Eh
SMILES string: C=C(O)CC(N)=O
energy relative to the best compared isomer or geometry (same formula, charge and spin): 40.6 kcal per mole

# C4H7NO2

An isolated molecule of C4H7NO2 (ωB97M-V/def2-TZVPD, OMol25).

Each line ends with the Löwdin charge.
Element x y z (Å)
1 H 0.898 0.460 1.584  0.103
2 H -0.404 1.945 -0.249  0.084
3 O -2.269 -1.992 0.534  0.127
4 H 0.943 1.530 -1.296  0.072
5 H 0.290 -0.815 -1.469  0.040
6 H 1.252 2.050 0.325  0.072
7 N -0.187 -1.047 0.779  0.071
8 C 0.763 0.079 0.576  -0.193
9 C -0.550 -0.114 -1.718  0.054
10 H -0.081 -1.566 1.645  0.156
11 H 1.708 -0.361 0.233  0.115
12 C -1.392 -1.242 0.204  -0.544
13 O -1.544 -0.367 -0.890  -0.044
14 C 0.571 1.440 -0.260  -0.114

Output
E_tot: -9842.725 eV
E_HOMO: -8.8 eV
gap between HOMO and LUMO: 0.339 Eh
energy relative to the best compared isomer or geometry (same formula, charge and spin): 105.0 kcal per mole

# C4H7NO2

An isolated molecule of C4H7NO2 (ωB97M-V/def2-TZVPD, OMol25).

Each line ends with the Löwdin charge.
Element x y z (Å)
1 C -1.538 -0.898 0.042  -0.030
2 H -2.240 -0.073 0.248  0.081
3 H -0.331 -0.286 -1.741  0.151
4 O 0.887 -1.121 -0.388  0.047
5 H -2.060 -1.660 -0.522  0.076
6 H -0.779 1.382 0.678  0.120
7 H -1.231 -1.261 1.029  0.100
8 C -0.043 1.066 -0.079  -0.148
9 C -0.312 -0.323 -0.642  -0.310
10 O 2.942 -0.679 0.512  0.103
11 H 1.730 1.559 1.042  0.148
12 N 1.246 0.872 0.503  0.096
13 H -0.097 1.780 -0.903  0.121
14 C 1.819 -0.342 0.242  -0.556

Output
E_tot: -9846.990 eV
E_HOMO: -9.9 eV
gap between HOMO and LUMO: 0.392 Eh
SMILES string: C[C@H]1CNC(=O)O1
energy relative to the best compared isomer or geometry (same formula, charge and spin): 6.7 kcal per mole

# C4H7NO2

An isolated molecule of C4H7NO2 (ωB97M-V/def2-TZVPD, OMol25).

Each line ends with the Löwdin charge.
Element x y z (Å)
1 H 1.598 1.027 0.148  0.149
2 C -0.025 -0.009 1.251  -0.158
3 O -1.312 -0.065 -0.826  -0.051
4 O -0.097 2.147 0.111  -0.016
5 N -0.950 -0.943 0.591  0.081
6 C 0.519 0.884 0.104  -0.324
7 H -0.976 1.997 -0.273  0.094
8 H -0.485 0.610 2.030  0.119
9 C 0.044 0.023 -1.032  -0.397
10 H 0.152 -1.759 -2.126  0.080
11 H 0.789 -0.594 1.695  0.123
12 H -1.702 -1.156 1.264  0.112
13 C 0.696 -1.002 -1.570  0.113
14 H 1.750 -1.158 -1.367  0.077

Output
E_tot: -9842.227 eV
E_HOMO: -9.7 eV
gap between HOMO and LUMO: 0.361 Eh
SMILES string: C=C1ONC[C@@H]1O
energy relative to the best compared isomer or geometry (same formula, charge and spin): 116.5 kcal per mole

# C4H7NO2

An isolated molecule of C4H7NO2 (ωB97M-V/def2-TZVPD, OMol25).

Each line ends with the Löwdin charge.
Element x y z (Å)
1 H 3.432 -1.180 -0.484  0.068
2 H 1.096 1.613 -0.247  0.128
3 H -0.453 -1.818 -0.380  0.077
4 H -1.445 -1.393 1.039  0.091
5 O -2.689 0.958 0.598  -0.072
6 H -3.072 1.793 0.895  0.093
7 C 0.713 0.596 -0.283  -0.089
8 C 2.874 -0.266 -0.328  -0.024
9 C -0.666 0.301 -0.002  -0.337
10 H 3.309 0.723 -0.197  0.075
11 C -1.187 -1.110 0.012  -0.019
12 H -2.108 -1.171 -0.574  0.083
13 O 1.579 -0.378 -0.340  -0.085
14 N -1.383 1.332 0.290  0.011

Output
E_tot: -9841.872 eV
E_HOMO (spin up / spin down): -7.3 / -7.5 eV
gap between HOMO and LUMO (spin up / spin down): 0.292 / 0.289 Eh
energy relative to the best compared isomer or geometry (same formula, charge and spin): 124.7 kcal per mole

# C4H7NO2

An isolated molecule of C4H7NO2 (ωB97M-V/def2-TZVPD, OMol25).

Each line ends with the Löwdin charge.
Element x y z (Å)
1 C 0.157 0.599 -0.469  -0.490
2 C -1.308 -1.569 0.885  -0.273
3 O 0.373 0.284 0.829  -0.046
4 H 1.027 2.522 -0.065  0.086
5 O -1.513 -2.749 0.735  0.046
6 H -0.682 0.243 -2.129  0.073
7 H 0.809 -1.742 0.736  0.137
8 H 0.583 2.257 -1.778  0.082
9 C 0.088 -1.060 1.199  -0.140
10 H -2.123 -0.823 0.901  0.125
11 C 0.979 1.789 -0.874  0.000
12 H 0.221 -1.084 2.286  0.137
13 H 2.001 1.447 -1.075  0.092
14 N -0.611 -0.114 -1.180  0.171

Output
E_tot: -9845.831 eV
E_HOMO: -9.6 eV
gap between HOMO and LUMO: 0.382 Eh
SMILES string: [H]/N=C(\C)OCC=O
energy relative to the best compared isomer or geometry (same formula, charge and spin): 33.4 kcal per mole

# C4H7NO2

An isolated molecule of C4H7NO2 (ωB97M-V/def2-TZVPD, OMol25).

Each line ends with the Löwdin charge.
Element x y z (Å)
1 O -0.513 -2.856 1.410  0.067
2 C 0.206 0.588 -0.586  -0.494
3 C -0.796 -1.736 1.066  -0.242
4 C 0.029 -0.523 1.451  -0.152
5 H 1.094 -0.756 1.337  0.139
6 C 0.153 1.846 -1.395  -0.016
7 H 0.218 2.796 -0.861  0.083
8 O -0.313 0.613 0.674  -0.030
9 H -1.693 -1.513 0.453  0.138
10 H 0.733 -1.294 -0.775  0.044
11 H -0.727 1.857 -2.043  0.087
12 H -0.159 -0.276 2.500  0.142
13 H 1.004 1.631 -2.038  0.078
14 N 0.763 -0.377 -1.194  0.156

Output
E_tot: -9845.450 eV
E_HOMO: -10.2 eV
gap between HOMO and LUMO: 0.404 Eh
SMILES string: [H]/N=C(/C)OCC=O
energy relative to the best compared isomer or geometry (same formula, charge and spin): 42.2 kcal per mole

# C4H7NO2

An isolated molecule of C4H7NO2 (ωB97M-V/def2-TZVPD, OMol25).

Each line ends with the Löwdin charge.
Element x y z (Å)
1 C -0.316 0.309 -0.476  -0.373
2 H 1.391 -1.978 2.632  0.131
3 H 0.148 2.163 -1.445  0.083
4 C 0.358 -1.318 1.255  -0.540
5 O 1.567 -1.689 1.713  0.088
6 H 1.017 0.787 -2.127  0.080
7 H -0.706 0.997 -2.482  0.085
8 C 0.520 -0.651 -0.042  -0.003
9 N -1.495 0.681 0.139  0.121
10 H -1.671 1.682 0.146  0.102
11 O -0.650 -1.428 1.925  0.068
12 C 0.057 1.102 -1.705  -0.040
13 H -1.644 0.245 1.054  0.088
14 H 1.424 -0.901 -0.586  0.111

Output
E_tot: -9847.087 eV
E_HOMO: -8.8 eV
gap between HOMO and LUMO: 0.355 Eh
SMILES string: C/C(N)=C/C(=O)O
energy relative to the best compared isomer or geometry (same formula, charge and spin): 4.4 kcal per mole

# C4H7NO2

A 2-piece molecular cluster, C4H7NO2 overall (ωB97M-V/def2-TZVPD, OMol25).

Each line ends with the Löwdin charge.
Element x y z (Å)
1 C -0.331 0.841 -0.722  0.024
2 H 0.682 0.390 2.310  0.131
3 O 1.314 -0.464 0.557  -0.027
4 H -0.728 0.962 -1.701  0.022
5 C -1.055 -0.342 1.155  -0.340
6 H -1.631 0.568 1.385  0.122
7 H -1.987 -0.384 -0.815  0.275
8 N 1.511 -0.557 -1.643  0.170
9 O -1.573 -1.372 0.763  -0.015
10 C 0.389 -0.405 1.618  -0.144
11 H 0.407 -1.385 2.095  0.137
12 C 0.862 -0.080 -0.666  -0.509
13 H 1.162 -0.176 -2.515  0.054
14 H -0.138 1.871 -0.316  0.103

Output
E_tot: -9840.158 eV
E_HOMO (spin up / spin down): -9.5 / -9.3 eV
gap between HOMO and LUMO (spin up / spin down): 0.322 / 0.276 Eh
energy relative to the best compared isomer or geometry (same formula, charge and spin): 164.2 kcal per mole

# C4H7NO2

A 2-piece molecular cluster, C4H7NO2 overall (ωB97M-V/def2-TZVPD, OMol25).

Each line ends with the Löwdin charge.
Element x y z (Å)
1 H 2.355 -0.288 -0.118  0.093
2 H -2.931 -0.273 -0.577  0.120
3 H 1.918 1.236 -0.971  0.127
4 C 0.236 0.008 -0.147  -0.354
5 H 1.656 1.022 0.841  0.068
6 O 0.100 -0.295 1.795  -0.235
7 O -1.408 -1.420 -0.818  0.050
8 C 1.607 0.516 -0.110  -0.035
9 H -1.411 1.614 0.248  0.119
10 H 0.450 -1.951 -0.594  0.155
11 C -1.019 0.717 -0.216  0.006
12 H 0.397 0.561 2.071  -0.042
13 N -0.054 -1.145 -0.899  0.097
14 C -1.896 -0.303 -0.505  -0.169

Output
E_tot: -9842.151 eV
E_HOMO: -8.2 eV
gap between HOMO and LUMO: 0.336 Eh
energy relative to the best compared isomer or geometry (same formula, charge and spin): 118.3 kcal per mole

# C4H7NO2

An isolated molecule of C4H7NO2 (ωB97M-V/def2-TZVPD, OMol25).

Each line ends with the Löwdin charge.
Element x y z (Å)
1 H -2.180 1.473 0.645  0.087
2 H -1.692 1.116 -1.035  0.094
3 O -0.407 -1.105 -0.503  -0.052
4 H 2.847 1.463 0.358  0.057
5 C 1.005 -1.164 -0.454  -0.106
6 C -1.974 0.676 -0.075  -0.003
7 N 2.606 0.585 -0.086  0.163
8 H 1.417 -1.343 -1.446  0.136
9 H 1.381 -1.921 0.251  0.138
10 O 0.332 0.731 0.660  0.046
11 C -0.814 -0.150 0.439  -0.374
12 H -2.893 0.094 -0.213  0.090
13 C 1.420 0.181 0.056  -0.435
14 H -1.048 -0.634 1.402  0.158

Output
E_tot: -9846.059 eV
E_HOMO: -10.2 eV
gap between HOMO and LUMO: 0.410 Eh
SMILES string: [H]/N=C1/CO[C@H](C)O1
energy relative to the best compared isomer or geometry (same formula, charge and spin): 28.2 kcal per mole

# C4H7NO2

An isolated molecule of C4H7NO2 (ωB97M-V/def2-TZVPD, OMol25).

Each line ends with the Löwdin charge.
Element x y z (Å)
1 O -1.368 1.502 1.537  0.056
2 H 0.701 -2.411 -1.096  0.123
3 H -1.569 0.496 -1.152  0.089
4 N 0.473 0.282 1.070  0.050
5 H 0.457 0.064 2.057  0.145
6 H 1.634 -0.155 -0.637  0.118
7 H 1.945 -1.148 0.763  0.130
8 C -0.854 1.239 -0.786  0.001
9 H 0.058 1.169 -1.386  0.073
10 C -0.632 1.023 0.697  -0.531
11 C 1.138 -0.656 0.206  -0.171
12 C 0.230 -1.745 -0.343  -0.239
13 O -0.919 -1.888 -0.011  0.068
14 H -1.294 2.228 -0.918  0.088

Output
E_tot: -9846.498 eV
E_HOMO: -9.7 eV
gap between HOMO and LUMO: 0.383 Eh
SMILES string: CC(=O)NCC=O
energy relative to the best compared isomer or geometry (same formula, charge and spin): 18.0 kcal per mole